A:
DFT (wB97M-V/def2-TZVPD) results for a single C6H12N4O2 molecule.

```
24
Properties=species:S:1:pos:R:3:nbo_charge:R:1
C 1.17812 -1.86906 -3.03216 -0.26
O 0.33567 -2.33603 -1.94903 -0.58
C 0.94098 -2.30766 -0.66869 0.07
N 0.86632 -0.91310 -0.15996 -0.62
C -0.32075 -0.36807 0.02786 0.62
N -1.48097 -1.02711 -0.38974 -0.68
C -2.69151 -0.51346 -0.29772 0.41
N -3.73200 -0.03132 -0.15296 -0.36
N -0.47999 0.82579 0.68688 -0.63
C 0.67240 1.53841 1.22001 0.12
O 0.27820 2.87928 1.37538 -0.53
C -0.36143 3.21719 2.65440 -0.26
H 0.63106 -1.85122 -3.99572 0.20
H 1.57545 -0.86550 -2.89699 0.19
H 2.03675 -2.56283 -3.17280 0.17
H 0.47140 -3.03555 -0.00904 0.17
H 1.99028 -2.64206 -0.76132 0.18
H -1.35958 -1.89006 -0.93645 0.46
H -1.42438 1.21615 0.78450 0.42
H 1.49579 1.51636 0.52778 0.20
H 1.01385 1.07226 2.16003 0.16
H -0.53753 4.27823 2.68124 0.20
H 0.24620 2.93633 3.51343 0.18
H -1.34438 2.73303 2.79104 0.17
```

## Properties
SMILES = COC/N=C(\NC#N)NCOC
Highest occupied orbital energy = -0.3310 Eh
Lowest unoccupied orbital energy = 0.7 eV
Charge = 0

B:
DFT (wB97M-V/def2-TZVPD) results for a molecular structure, C6H12N4O2.

```
24
Properties=species:S:1:pos:R:3:nbo_charge:R:1
C -1.44809 -1.56509 1.06866 -0.56
C -2.23721 -1.15451 -0.20013 -0.58
C -1.01608 -0.83511 -0.91382 -0.21
C -0.88654 1.35522 -0.08099 -0.17
C 0.60116 2.31719 0.08838 -0.22
C 1.17787 0.15248 -0.13922 0.61
H -1.96476 -3.32023 1.13063 0.14
H 0.13246 -1.50578 0.46791 0.29
H -1.85880 -0.46366 2.21763 0.21
H -2.82525 -0.26036 -0.01729 0.23
H -2.54943 -1.93587 -0.76404 0.24
H -0.32658 -1.70119 -1.22341 0.25
H -1.26589 -0.51330 -2.04358 0.19
H -1.62519 1.65547 -1.07964 0.20
H -1.62524 1.88031 0.99012 0.19
H 0.79685 2.80434 1.26351 0.18
H 0.43258 3.19755 -0.66741 0.21
H 2.61314 1.66533 0.53159 0.47
N -0.20990 0.23118 -0.28506 -0.51
N 1.69757 1.44899 -0.07852 -0.64
N 1.73227 -0.89403 -0.28203 -0.41
N 3.16343 -0.85804 0.02692 0.60
O 3.89747 0.25050 0.12396 -0.45
O 3.59416 -1.95139 -0.13420 -0.27
```

## Properties
Highest occupied orbital energy = -0.3234 Eh
Lowest unoccupied orbital energy = -0.6 eV
Charge = 0

Unit: kJ/mol. Relative energies: A 0.0; B 1500.9.

A:
DFT (wB97M-V/def2-TZVPD) results for 2 unconnected molecules or ions with the total composition C5H12N3O.

```
21
Properties=species:S:1:pos:R:3:nbo_charge:R:1
C 2.27193 0.67955 -0.80924 -0.60
C 1.17805 -0.13483 -0.13474 -0.40
C -0.24204 0.31660 -0.28829 -0.41
C -1.23796 -0.71048 0.30506 -0.38
C -2.61353 -0.08109 0.59856 -0.22
N -1.82021 1.95187 1.53557 -0.06
N -1.64566 3.67230 4.30520 0.55
N -2.30191 0.87701 1.73732 -0.20
O -1.77542 2.68145 3.82660 0.04
H 2.32954 0.41468 -1.88241 0.21
H 2.19548 1.69053 -0.92078 0.21
H 3.20506 0.53394 -0.33490 0.22
H 1.46161 -0.16669 0.82075 0.19
H 1.38863 -1.17336 -0.45626 0.21
H -0.37583 0.24825 -1.33616 0.22
H -0.53019 1.26815 0.07192 0.21
H -0.95024 -1.08705 1.27676 0.20
H -1.49506 -1.37713 -0.41669 0.23
H -3.40607 -0.60109 0.97554 0.21
H -2.92557 0.52677 -0.22667 0.23
H -2.62587 0.46924 2.70736 0.35
```

## Properties
Highest occupied orbital energy (spin up / spin down) = -0.4794 / -0.4804 Eh
Lowest unoccupied orbital energy (spin up / spin down) = -7.3 / -7.2 eV
Charge = +1

B:
DFT (wB97M-V/def2-TZVPD) results for 2 unconnected molecules or ions with the total composition C5H12N3O.

```
21
Properties=species:S:1:pos:R:3:nbo_charge:R:1
C 0.12938 -2.25176 0.03027 -0.25
C -0.94874 -1.14544 -0.14044 -0.24
C 1.21434 -0.33551 0.07984 0.52
C -0.55796 0.90710 1.16392 -0.41
C -0.36620 0.97452 -1.24703 -0.41
N 2.23708 0.65066 -0.04060 -0.37
N 1.38528 -1.57576 0.14539 -0.45
N -0.20509 0.14418 -0.04335 -0.25
O 3.50837 0.07447 0.08566 -0.55
H -0.02458 -2.85105 0.93168 0.23
H 0.16270 -2.93751 -0.81914 0.23
H -1.43264 -1.21681 -1.11346 0.24
H -1.71127 -1.19913 0.63408 0.24
H 2.79385 2.08742 0.21281 0.51
H -1.60778 1.19759 1.13228 0.24
H -0.38004 0.30134 2.05305 0.24
H 0.05717 1.80354 1.22521 0.24
H 0.26845 1.85601 -1.17914 0.24
H -0.07268 0.40696 -2.12955 0.24
H -1.40584 1.28644 -1.34572 0.24
H 3.43315 -0.89594 0.08074 0.50
```

## Properties
Highest occupied orbital energy (spin up / spin down) = -0.4644 / -0.4644 Eh
Lowest unoccupied orbital energy (spin up / spin down) = -5.1 / -5.1 eV
Charge = +1

Unit: kJ/mol. Relative energies: A 173.2; B 0.0.

A:
DFT (wB97M-V/def2-TZVPD) results for a molecular structure, C31H28N7O3S9V.

```
79
Properties=species:S:1:pos:R:3:lowdin_charge:R:1
V 0.40996 -0.59253 1.15760 0.53
C 2.43644 -5.37984 1.48232 0.01
C 1.09625 -4.85561 1.82406 -0.31
N 0.00084 -5.53925 1.95180 0.15
N -0.95242 -4.60897 2.26835 0.05
C -0.48346 -3.36377 2.29191 -0.72
S -1.25480 -1.88179 2.60653 0.72
N 0.84283 -3.52292 2.04455 -0.07
N 1.69060 -2.42720 1.93998 0.05
H 2.36470 -6.45329 1.33334 0.09
H 3.14776 -5.17694 2.28302 0.09
H 2.80537 -4.91049 0.56922 0.08
H -1.92715 -4.85859 2.23274 0.17
H 2.29026 -2.52859 1.10496 0.09
H 2.22816 -2.30172 2.79438 0.10
S 1.76645 0.45105 2.89716 0.64
C 2.59843 0.93237 1.41719 -0.69
C 3.71506 1.75402 1.30745 -0.07
C 4.22195 2.00206 0.04700 -0.03
C 3.62194 1.43375 -1.07257 -0.05
C 2.51520 0.63375 -0.89030 -0.12
N 2.02105 0.39948 0.32836 -0.07
H 4.15336 2.18254 2.19669 0.11
H 5.08504 2.64287 -0.07129 0.12
H 3.98878 1.62530 -2.07091 0.10
H 1.98560 0.18096 -1.71807 0.09
N -0.77221 0.99590 1.08266 -0.42
S -0.79657 2.21907 2.13478 1.07
C -2.05715 3.30261 1.47304 -0.38
C -2.77328 4.14235 2.31832 -0.08
C -3.68551 5.02268 1.76418 -0.07
C -3.86906 5.06632 0.38738 -0.07
C -3.13672 4.23280 -0.43980 -0.05
C -2.21345 3.34307 0.09590 -0.08
C -1.65291 1.63807 3.58871 -0.43
C -1.02362 1.79583 4.81118 -0.09
C -1.64584 1.31062 5.95547 -0.06
C -2.87044 0.67265 5.85715 -0.07
C -3.49031 0.51769 4.62101 -0.07
C -2.88363 1.00246 3.47799 -0.11
H -1.70180 0.76658 0.72989 0.02
H -2.63198 4.10830 3.38984 0.11
H -4.25556 5.67620 2.40982 0.11
H -4.58459 5.75698 -0.03738 0.11
H -3.26692 4.26858 -1.51226 0.11
H -1.63144 2.70027 -0.55719 0.01
H -0.05631 2.27596 4.86377 0.10
H -1.16753 1.42574 6.91784 0.11
H -3.34917 0.28825 6.74755 0.11
H -4.44526 0.01611 4.55059 0.11
H -3.35966 0.88567 2.51271 0.12
O 2.53661 -2.61902 -0.79484 0.04
C 1.38536 -2.43768 -1.17777 -0.48
N 0.39342 -1.95370 -0.35773 -0.18
S -1.10183 -2.27190 -0.99899 0.62
O -1.58292 -3.54716 -0.52120 -0.29
O -1.96439 -1.14301 -0.79714 -0.34
C -0.50067 -2.54686 -2.62443 -0.23
C -1.20738 -2.69976 -3.79639 -0.02
C -0.46851 -3.00810 -4.93461 -0.06
C 0.91327 -3.16317 -4.88057 -0.07
C 1.60059 -3.01699 -3.68239 0.00
C 0.86804 -2.70368 -2.55334 -0.14
H -2.27898 -2.57537 -3.83248 0.13
H -0.97813 -3.11875 -5.88263 0.11
H 1.45860 -3.38167 -5.78808 0.11
H 2.67584 -3.11326 -3.62476 0.13
C -0.23227 0.59778 -5.83196 -0.40
S 1.44525 0.43586 -5.18400 0.79
C 1.52561 1.83198 -4.12884 -1.02
C 0.73246 2.09521 -3.06117 -1.17
S -0.53699 1.19274 -2.31423 0.54
S 1.14470 3.59799 -2.25026 0.87
C 2.52231 4.06539 -3.17020 -1.54
S 3.46095 5.38603 -2.83077 0.47
S 2.81121 2.97802 -4.46679 0.87
H -0.37047 -0.21990 -6.53728 0.02
H -0.34653 1.54441 -6.35557 0.04
H -0.95245 0.52718 -5.02017 -0.01
```

## Properties
Highest occupied orbital energy (spin up / spin down) = -0.2321 / -0.2322 Eh
⟨S²⟩ = 2.02
Multiplicity = 3
Lowest unoccupied orbital energy (spin up / spin down) = -0.5 / 0.0 eV
Charge = 0

B:
DFT (wB97M-V/def2-TZVPD) results for a molecular structure, C31H28N7O3S9V.

```
79
Properties=species:S:1:pos:R:3:lowdin_charge:R:1
V 0.09595 -0.41724 -0.91688 0.56
C 3.96207 -0.41061 2.87714 0.01
C 2.98619 0.67206 3.15179 -0.33
N 3.17632 1.69106 3.92549 0.12
N 1.98837 2.36846 3.88307 0.02
C 1.05612 1.80319 3.09920 -0.81
S -0.52029 2.27907 2.81762 0.63
N 1.71439 0.71292 2.62129 -0.08
N 1.17308 -0.16365 1.67022 0.12
H 4.80524 -0.29890 3.55392 0.09
H 4.31297 -0.35695 1.84478 0.06
H 3.50977 -1.39381 3.02017 0.08
H 1.85300 3.20461 4.42267 0.15
H 0.32967 -0.56743 2.07117 0.09
H 1.83336 -0.93301 1.53654 0.06
S -0.74653 0.81972 -2.85781 0.65
C 0.29585 1.97942 -2.09031 -0.73
C 0.50292 3.29822 -2.50990 -0.07
C 1.42132 4.07036 -1.83335 -0.05
C 2.10928 3.54367 -0.73821 -0.05
C 1.84427 2.24731 -0.36609 -0.14
N 0.96917 1.48750 -1.03542 -0.08
H -0.04045 3.67072 -3.36789 0.11
H 1.61291 5.08715 -2.15707 0.12
H 2.83999 4.12491 -0.19355 0.11
H 2.34416 1.77779 0.46956 0.09
N -1.49904 0.31974 0.21844 -0.41
S -2.96588 0.56212 -0.35658 1.05
C -4.11279 -0.19839 0.78669 -0.39
C -5.45487 -0.25025 0.43254 -0.08
C -6.35569 -0.85245 1.29673 -0.07
C -5.91053 -1.39823 2.49604 -0.07
C -4.56495 -1.34930 2.83087 -0.06
C -3.65518 -0.74668 1.97227 -0.08
C -3.35734 2.27672 -0.10450 -0.38
C -3.34349 3.08424 -1.23405 -0.08
C -3.54554 4.45075 -1.08543 -0.07
C -3.75293 4.98565 0.17819 -0.07
C -3.76745 4.16336 1.30111 -0.06
C -3.57177 2.79896 1.16420 -0.09
H -1.31228 0.85300 1.07042 -0.09
H -5.79251 0.17259 -0.50865 0.12
H -7.40486 -0.90266 1.03269 0.11
H -6.61700 -1.87157 3.16684 0.11
H -4.21691 -1.78804 3.75803 0.11
H -2.59845 -0.72434 2.20043 0.10
H -3.14919 2.64630 -2.20730 0.09
H -3.53386 5.09529 -1.95619 0.11
H -3.90516 6.05215 0.29264 0.11
H -3.92684 4.58835 2.28441 0.11
H -3.58911 2.14710 2.03089 0.11
O 2.41063 -2.74316 0.99392 0.06
C 1.38775 -3.04216 0.41210 -0.52
N 0.29027 -2.20235 0.27530 -0.21
S -0.97645 -2.97088 -0.37390 0.65
O -2.03934 -3.31603 0.51588 -0.25
O -1.31085 -2.09367 -1.50431 -0.38
C -0.10312 -4.42522 -0.84675 -0.21
C -0.54199 -5.52495 -1.55644 -0.02
C 0.36729 -6.55958 -1.72650 -0.05
C 1.64847 -6.49055 -1.17908 -0.05
C 2.06012 -5.38428 -0.44964 0.01
C 1.16412 -4.34339 -0.29379 -0.14
H -1.54037 -5.57421 -1.97070 0.13
H 0.07963 -7.43576 -2.29297 0.11
H 2.33221 -7.31598 -1.33103 0.11
H 3.05076 -5.31794 -0.01888 0.13
C 5.35265 -1.26314 -1.18811 -0.38
S 4.64893 0.39079 -0.99414 0.80
C 3.82755 0.61966 -2.52817 -1.01
C 2.77662 -0.08715 -2.99673 -1.08
S 1.96679 -1.41331 -2.20410 0.62
S 2.19940 0.42206 -4.56773 0.89
C 3.27703 1.74749 -4.82447 -1.51
S 3.21039 2.74505 -6.12831 0.51
S 4.41881 1.91511 -3.54070 0.90
H 6.03818 -1.41429 -0.35311 0.03
H 5.91235 -1.32043 -2.11962 0.04
H 4.56666 -2.01266 -1.16695 0.00
```

## Properties
Highest occupied orbital energy (spin up / spin down) = -0.2628 / -0.2624 Eh
⟨S²⟩ = 2.02
Multiplicity = 3
Lowest unoccupied orbital energy (spin up / spin down) = -0.4 / -0.2 eV
Charge = 0

Unit: kJ/mol. Relative energies: A 28.6; B 0.0.